{
  "formula": "C43H113N7O16",
  "method": "ωB97M-V/def2-TZVPD",
  "gap_ha": 0.32922,
  "smiles": "COC[C@H](C)N.COCCNCCOC.COCCNCCOC.COCCNCCOC.COCCNCCOC.COCCNCCOC.COCCNCCOC.CO.CO.CO",
  "charge": 0,
  "e_tot_ha": -3292.886745,
  "elements": ["C", "O", "C", "C", "N", "C", "C", "O", "C", "H", "H", "H", "H", "H", "H", "H", "H", "H", "H", "H", "H", "H", "H", "H", "C", "O", "C", "C", "N", "C", "C", "O", "C", "H", "H", "H", "H", "H", "H", "H", "H", "H", "H", "H", "H", "H", "H", "H", "C", "O", "C", "C", "N", "C", "C", "O", "C", "H", "H", "H", "H", "H", "H", "H", "H", "H", "H", "H", "H", "H", "H", "H", "C", "O", "C", "C", "N", "C", "C", "O", "C", "H", "H", "H", "H", "H", "H", "H", "H", "H", "H", "H", "H", "H", "H", "H", "C", "O", "C", "C", "N", "C", "C", "O", "C", "H", "H", "H", "H", "H", "H", "H", "H", "H", "H", "H", "H", "H", "H", "H", "C", "O", "C", "C", "N", "C", "C", "O", "C", "H", "H", "H", "H", "H", "H", "H", "H", "H", "H", "H", "H", "H", "H", "H", "C", "C", "C", "O", "C", "N", "H", "H", "H", "H", "H", "H", "H", "H", "H", "H", "H", "C", "O", "H", "H", "H", "H", "C", "O", "H", "H", "H", "H", "C", "O", "H", "H", "H", "H"],
  "xyz": [[-1.57123, 1.08038, 2.35768], [-1.10369, -0.19400, 1.99106], [-1.29441, -0.41402, 0.62340], [-0.60014, -1.66308, 0.16336], [0.85186, -1.48481, 0.06839], [1.53213, -2.65177, -0.48443], [3.03236, -2.35841, -0.59988], [3.75745, -3.48493, -0.99872], [3.96173, -4.46896, -0.00810], [-2.60818, 1.29016, 2.08125], [-0.90667, 1.85282, 1.94384], [-1.47976, 1.19581, 3.43991], [-1.00095, 0.46674, 0.03663], [-2.35032, -0.59452, 0.34455], [-0.96072, -1.92261, -0.83562], [-0.81658, -2.52900, 0.80679], [1.22827, -1.33811, 1.00389], [1.09867, -2.90260, -1.45222], [1.45441, -3.51899, 0.19546], [3.35848, -1.88220, 0.34026], [3.14862, -1.56359, -1.34508], [3.06719, -5.05247, 0.23149], [4.39023, -4.03062, 0.89701], [4.66731, -5.16750, -0.46047], [-0.98724, -8.53624, -6.45805], [0.04250, -7.77866, -5.88682], [-0.32099, -6.42781, -5.68629], [0.85184, -5.71938, -5.04826], [0.95161, -6.14050, -3.64698], [2.21091, -5.67483, -3.03148], [3.47429, -6.35955, -3.56155], [3.13105, -7.70691, -3.85985], [4.17985, -8.43779, -4.43231], [-1.29822, -8.10281, -7.41959], [-1.88703, -8.62912, -5.83480], [-0.61133, -9.54304, -6.63129], [-1.22105, -6.39165, -5.05661], [-0.57540, -5.96714, -6.65323], [0.67166, -4.64454, -5.09109], [1.71761, -6.02434, -5.64967], [1.00555, -7.15558, -3.65979], [2.17831, -5.92513, -1.97124], [2.23562, -4.60313, -3.22835], [4.27953, -6.31836, -2.81983], [3.85756, -5.94018, -4.50349], [4.11806, -8.47104, -5.52858], [4.17536, -9.46892, -4.07952], [5.15450, -7.99557, -4.19335], [0.75965, 5.13527, 4.99312], [-0.40510, 4.45254, 5.46360], [-1.28025, 5.30491, 6.15297], [-2.31107, 4.50177, 6.91689], [-3.46750, 4.00105, 6.16398], [-3.05588, 3.13165, 5.04395], [-4.25460, 2.54434, 4.34904], [-4.74543, 3.48628, 3.40892], [-5.72570, 2.93963, 2.58385], [1.52287, 4.36533, 4.85239], [1.08984, 5.78693, 5.80405], [0.61015, 5.59950, 4.01831], [-1.74808, 6.07381, 5.51092], [-0.73787, 5.93227, 6.88406], [-2.67299, 5.06635, 7.77783], [-1.78114, 3.64142, 7.33796], [-3.81518, 4.82394, 5.67249], [-2.35773, 2.33168, 5.29687], [-2.50541, 3.75097, 4.32675], [-4.99889, 2.22250, 5.08611], [-3.95599, 1.65078, 3.78292], [-6.50709, 2.37987, 3.12251], [-5.29326, 2.23387, 1.85811], [-6.28247, 3.70602, 2.04401], [1.37930, 4.55318, -3.64785], [1.74469, 3.24359, -3.28921], [2.00953, 3.13209, -1.89753], [2.09941, 1.65360, -1.52615], [1.71581, 1.43595, -0.13559], [2.73237, 1.78195, 0.83060], [2.22715, 1.60129, 2.24798], [2.49824, 0.27919, 2.67792], [1.94801, 0.04396, 3.96708], [0.53626, 4.91212, -3.04083], [1.05807, 4.52750, -4.68713], [2.21305, 5.25691, -3.52917], [1.20462, 3.64448, -1.36144], [2.98665, 3.60552, -1.72311], [3.14862, 1.35860, -1.66360], [1.40860, 1.08287, -2.14440], [1.42560, 0.46481, -0.04770], [2.95965, 2.84849, 0.71137], [3.68557, 1.23978, 0.71864], [1.17241, 1.86575, 2.34775], [2.82908, 2.25838, 2.90125], [2.45529, 0.70223, 4.67658], [2.07431, -1.01223, 4.19330], [0.86446, 0.20945, 3.94468], [1.87287, 6.05635, 0.25047], [1.16082, 5.73411, 1.41930], [0.18759, 4.71749, 1.32158], [-1.07929, 5.20503, 0.63952], [-1.66979, 6.33630, 1.34564], [-2.65147, 5.88831, 2.35278], [-3.33654, 7.04856, 3.00926], [-2.35425, 7.88056, 3.56587], [-2.90918, 8.96586, 4.28302], [2.49296, 6.89486, 0.55937], [1.18054, 6.29212, -0.56609], [2.54958, 5.30340, -0.17538], [-0.06372, 4.33196, 2.31448], [0.61167, 3.83836, 0.80721], [-1.82865, 4.40779, 0.63254], [-0.88245, 5.42116, -0.41552], [-0.96872, 6.84376, 1.87562], [-2.18476, 5.28071, 3.14462], [-3.35728, 5.24800, 1.82199], [-3.98635, 6.61948, 3.79420], [-4.00324, 7.59349, 2.32814], [-2.11200, 9.44941, 4.84049], [-3.71387, 8.61219, 4.93605], [-3.33291, 9.70732, 3.59279], [-9.61783, 0.13787, 1.87208], [-9.11971, -0.87711, 1.03042], [-10.15825, -1.56028, 0.36763], [-9.55498, -2.62293, -0.58148], [-8.16685, -2.35872, -0.98989], [-8.15564, -1.39103, -2.10756], [-6.74059, -0.93299, -2.35964], [-6.28403, -0.19749, -1.25931], [-4.90669, 0.07585, -1.33271], [-10.23553, -0.27021, 2.67878], [-10.14506, 0.89311, 1.28185], [-8.76425, 0.61617, 2.35469], [-10.81492, -0.83928, -0.14297], [-10.80078, -2.05421, 1.10975], [-10.19010, -2.71267, -1.46192], [-9.57313, -3.55231, -0.01077], [-7.81751, -1.75892, -0.24015], [-8.79184, -0.53317, -1.84147], [-8.57146, -1.82973, -3.01689], [-6.72792, -0.32212, -3.27802], [-6.11911, -1.82122, -2.54410], [-4.70876, 0.71336, -2.20670], [-4.34882, -0.85869, -1.47671], [-4.56344, 0.58710, -0.43849], [6.56583, -1.57916, -0.36065], [7.75599, -0.73257, -0.78555], [7.56797, -0.10000, -2.19578], [7.24163, 1.26366, -2.20556], [5.86850, 1.52915, -2.03323], [7.96411, 0.32844, 0.22111], [5.64753, -1.02209, -0.18434], [6.84782, -2.08569, 0.56472], [6.34678, -2.34837, -1.10650], [8.65249, -1.34668, -0.88857], [6.97046, -0.75491, -2.83829], [8.55181, -0.11841, -2.68390], [5.27203, 1.12357, -2.85677], [5.75499, 2.61394, -2.02986], [5.49071, 1.14349, -1.07952], [7.99220, 1.22317, -0.26141], [8.88316, 0.26975, 0.64481], [4.60747, -2.05312, -3.81791], [5.23895, -1.99165, -5.09216], [3.63038, -2.54468, -3.86560], [5.23531, -2.52629, -3.06492], [4.36586, -1.04095, -3.48610], [5.00416, -2.78211, -5.58303], [7.25135, -4.76425, 1.94818], [8.08583, -4.76355, 3.11076], [7.28708, -5.75619, 1.48817], [6.23423, -4.57387, 2.28248], [7.64912, -4.08475, 1.19745], [8.72075, -4.04818, 3.04336], [-2.01542, -4.12929, -2.64011], [-0.70683, -3.72744, -3.01136], [-2.62316, -3.23851, -2.50986], [-2.50000, -4.75689, -3.40170], [-2.01344, -4.75498, -1.74036], [-0.21819, -4.53124, -3.24588]],
  "lowdin_charge": [-0.106, -0.159, -0.244, -0.183, -0.066, -0.187, -0.231, -0.212, -0.101, 0.082, 0.074, 0.081, 0.124, 0.114, 0.111, 0.131, 0.106, 0.106, 0.119, 0.123, 0.113, 0.080, 0.081, 0.087, -0.122, -0.187, -0.228, -0.201, -0.060, -0.173, -0.208, -0.202, -0.112, 0.089, 0.089, 0.087, 0.121, 0.128, 0.120, 0.125, 0.106, 0.114, 0.105, 0.116, 0.119, 0.090, 0.087, 0.085, -0.071, -0.202, -0.251, -0.204, -0.035, -0.215, -0.222, -0.192, -0.126, 0.087, 0.088, 0.071, 0.119, 0.119, 0.114, 0.122, 0.096, 0.119, 0.089, 0.129, 0.100, 0.085, 0.081, 0.089, -0.119, -0.189, -0.224, -0.175, -0.054, -0.200, -0.222, -0.202, -0.091, 0.080, 0.087, 0.089, 0.099, 0.114, 0.091, 0.128, 0.058, 0.112, 0.119, 0.097, 0.126, 0.090, 0.089, 0.075, -0.099, -0.190, -0.227, -0.199, -0.032, -0.208, -0.245, -0.199, -0.102, 0.094, 0.084, 0.066, 0.105, 0.097, 0.114, 0.101, 0.098, 0.095, 0.114, 0.117, 0.130, 0.087, 0.086, 0.090, -0.100, -0.211, -0.230, -0.190, -0.049, -0.215, -0.252, -0.182, -0.107, 0.090, 0.092, 0.080, 0.116, 0.118, 0.111, 0.106, 0.083, 0.122, 0.119, 0.126, 0.124, 0.093, 0.080, 0.071, -0.069, -0.399, -0.192, -0.191, -0.104, 0.047, 0.064, 0.058, 0.065, 0.128, 0.111, 0.125, 0.083, 0.093, 0.068, 0.060, 0.066, -0.164, -0.109, 0.075, 0.057, 0.065, 0.068, -0.154, -0.123, 0.077, 0.066, 0.063, 0.067, -0.157, -0.149, 0.065, 0.070, 0.082, 0.016]
}